No. 1
DFT (wB97M-V/def2-TZVPD) results for C27H41CsN5O5S2Si as an isolated structure.

The geometry in ORCA input format:
```
! RIJCOSX wB97M-V def2-TZVPD def2/J DEFGRID3
* xyz -1 1
Cs -1.975 2.772 0.522
O -1.876 5.443 0.524
N -2.818 6.262 0.499
N -3.974 5.695 0.478
O -4.091 4.397 0.492
C -5.119 6.520 0.453
C -6.367 5.923 0.539
C -7.510 6.710 0.522
C -7.415 8.089 0.419
C -6.156 8.679 0.329
C -5.014 7.905 0.343
H -6.414 4.847 0.616
H -8.484 6.244 0.591
H -8.308 8.699 0.406
H -6.071 9.755 0.244
H -4.030 8.348 0.274
C -6.811 -6.524 -0.457
N -5.448 -6.236 -0.831
C -4.744 -6.798 -1.882
C -3.514 -6.263 -1.865
N -3.473 -5.362 -0.815
C -4.665 -5.347 -0.147
S -5.086 -4.551 1.236
C -2.340 -4.572 -0.508
C -1.084 -5.148 -0.573
C 0.015 -4.336 -0.324
C -0.191 -3.003 -0.019
C -1.500 -2.534 0.010
N -2.560 -3.298 -0.233
H -7.213 -7.260 -1.149
H -7.411 -5.615 -0.491
H -6.849 -6.908 0.563
H -5.183 -7.516 -2.549
H -2.680 -6.391 -2.531
H -0.986 -6.208 -0.777
H 1.014 -4.752 -0.364
H 0.617 -2.318 0.197
H -1.716 -1.494 0.203
C 2.087 -1.125 -2.644
C 3.264 -0.171 -2.498
C 4.574 -0.956 -2.512
C 3.247 0.856 -3.627
O 3.205 0.567 -1.295
Si 2.597 0.223 0.207
S 0.557 0.497 0.387
O 3.522 1.143 1.223
C 3.962 2.489 1.145
C 2.914 3.391 0.507
C 4.222 2.929 2.583
C 5.255 2.527 0.335
O 3.109 -1.326 0.526
C 3.505 -1.919 1.758
C 4.966 -1.572 2.031
C 2.617 -1.450 2.906
C 3.361 -3.428 1.577
H 2.120 -1.612 -3.622
H 1.146 -0.587 -2.536
H 2.136 -1.891 -1.873
H 4.661 -1.545 -3.428
H 4.598 -1.620 -1.649
H 5.420 -0.271 -2.451
H 3.328 0.363 -4.598
H 4.079 1.550 -3.510
H 2.317 1.421 -3.587
H 1.975 3.311 1.050
H 2.738 3.091 -0.525
H 3.257 4.427 0.525
H 3.293 2.882 3.149
H 4.607 3.949 2.609
H 4.948 2.264 3.051
H 5.063 2.120 -0.657
H 6.018 1.919 0.823
H 5.623 3.551 0.246
H 5.076 -0.493 2.114
H 5.587 -1.927 1.206
H 5.304 -2.045 2.955
H 2.722 -0.375 3.043
H 2.900 -1.958 3.831
H 1.575 -1.666 2.681
H 3.935 -3.752 0.707
H 2.315 -3.682 1.427
H 3.726 -3.955 2.461
*
```

E_tot	-2809.63941	a.u.
orbital gap	7.0	eV
E_HOMO	-4.85	eV
molar mass	740.8	g mol⁻¹
ΔE to the lowest compared entry with this formula, charge and spin	0.0	kcal per mole
max |F|	0.0221	hartree/bohr

Löwdin population analysis, charges in e, atoms 1 to 5:
1. Cs 1.06
2. O -0.38
3. N -0.08
4. N -0.29
5. O -0.39

=====

No. 2
DFT (wB97M-V/def2-TZVPD) results for C27H41DyF9OP2 as an isolated structure.

The geometry in ORCA input format:
```
! RIJCOSX wB97M-V def2-TZVPD def2/J DEFGRID3
* xyz 1 6
Dy 1.244 -0.282 0.109
C -1.191 -0.634 1.285
C -0.859 -1.827 0.576
C 0.819 -1.448 2.123
C -0.155 -0.394 2.233
C 0.392 -2.329 1.073
C -2.536 -0.003 1.341
H -3.024 0.020 0.358
H -2.487 1.036 1.682
H -3.208 -0.542 2.039
C -0.186 0.619 3.309
H -1.040 1.301 3.196
H 0.718 1.238 3.318
H -0.254 0.118 4.289
C 2.104 -1.482 2.874
H 1.951 -1.912 3.882
H 2.527 -0.475 3.036
H 2.862 -2.094 2.368
C 1.177 -3.441 0.471
H 1.040 -4.392 1.014
H 2.256 -3.220 0.477
H 0.856 -3.618 -0.567
C -1.756 -2.545 -0.358
H -2.002 -3.552 0.022
H -1.305 -2.671 -1.352
H -2.707 -2.021 -0.499
C -0.911 2.298 -2.219
C -2.092 1.657 -2.175
C -2.444 0.321 -2.779
C -1.591 -0.208 -3.955
C -0.246 -0.730 -3.630
C 0.933 -0.075 -3.511
C 1.248 1.405 -3.371
C -0.006 2.295 -3.404
H -3.493 0.398 -3.107
H -1.508 0.582 -4.729
H -2.440 -0.456 -1.995
H -0.633 1.932 -4.274
H -0.545 2.920 -1.375
H -2.873 2.057 -1.502
H 0.308 3.341 -3.573
H 1.881 1.616 -2.495
H 1.832 -0.713 -3.388
H 1.928 1.729 -4.185
H -2.159 -1.033 -4.425
H -0.241 -1.806 -3.403
P -0.278 1.732 -6.099
C -0.487 3.509 -6.261
C -1.594 0.809 -6.974
P 2.075 -0.400 -6.083
C 1.415 1.282 -6.527
C 1.248 -1.378 -7.426
C 3.682 -0.100 -6.937
H 0.364 4.012 -5.778
H -1.418 3.791 -5.751
H -0.541 3.786 -7.317
H -1.698 1.204 -7.984
H -2.542 0.971 -6.438
H -1.395 -0.267 -7.024
H 3.522 0.219 -7.982
H 4.302 -1.014 -6.938
H 4.211 0.708 -6.396
H 2.100 1.988 -6.024
H 1.566 1.474 -7.607
H 1.767 -2.352 -7.483
H 1.339 -0.868 -8.399
H 0.191 -1.536 -7.176
F 4.322 1.955 -0.349
C 3.496 3.001 -0.053
F 4.234 4.114 0.179
F 2.749 3.228 -1.170
C 2.581 2.645 1.146
O 1.791 1.553 0.797
C 3.450 2.281 2.372
F 4.362 3.230 2.687
F 2.661 2.090 3.468
F 4.098 1.101 2.150
C 1.615 3.794 1.495
F 2.248 4.849 2.066
F 0.964 4.234 0.390
F 0.651 3.357 2.345
*
```

E_tot	-3594.89051	a.u.
orbital gap (alpha / beta)	5.0 / 4.8	eV
E_HOMO (alpha / beta)	-8.90 / -8.90	eV
molar mass	777.1	g mol⁻¹
ΔE to the lowest compared entry with this formula, charge and spin	81.4	kcal per mole
max |F|	0.0448	hartree/bohr

Löwdin population analysis, charges in e, atoms 1 to 5:
1. Dy 1.82
2. C -0.26
3. C -0.30
4. C -0.37
5. C -0.31

=====

No. 3
DFT (wB97M-V/def2-TZVPD) results for a 5-piece molecular cluster, C27H41N2O20PS6 overall.

The geometry in ORCA input format:
```
! RIJCOSX wB97M-V def2-TZVPD def2/J DEFGRID3
* xyz 2 1
C 4.917 0.121 1.656
C 3.553 0.700 1.357
C 2.958 1.562 2.454
O 3.506 2.893 2.418
C 2.879 3.776 3.195
O 2.081 3.501 4.044
C 3.281 5.192 2.903
S 2.562 5.874 1.389
N 1.189 4.798 1.199
C 1.317 3.696 0.438
C 0.246 2.847 0.270
C -0.963 3.128 0.893
C -2.109 2.203 0.736
C -2.776 1.713 1.853
C -3.831 0.845 1.689
N -4.235 0.457 0.467
P -5.711 -0.632 0.439
C -5.117 -2.194 1.111
C -6.101 -0.908 -1.302
C -3.591 0.913 -0.621
C -2.536 1.790 -0.521
C -1.071 4.288 1.660
C 0.020 5.107 1.796
O 3.486 1.400 0.087
C 4.682 1.481 -0.610
O 5.015 0.608 -1.341
C 5.456 2.749 -0.390
S 4.852 3.913 -1.648
H 4.836 -0.386 2.614
H 5.695 0.872 1.774
H 5.190 -0.638 0.935
H 2.866 -0.142 1.281
H 3.175 1.114 3.417
H 1.880 1.636 2.344
H 4.361 5.283 2.821
H 2.945 5.797 3.733
H 2.278 3.524 -0.020
H 0.391 1.969 -0.339
H -2.469 1.998 2.845
H -4.379 0.464 2.535
H -4.664 -2.019 2.082
H -4.415 -2.749 0.495
H -6.006 -2.796 1.276
H -5.765 -0.094 -1.938
H -7.184 -0.900 -1.336
H -5.722 -1.840 -1.706
H -3.927 0.571 -1.584
H -2.044 2.133 -1.416
H -2.001 4.550 2.135
H -0.026 6.016 2.371
H 5.223 3.129 0.594
H 6.516 2.556 -0.494
H 5.309 5.027 -1.075
C -6.519 -6.361 -2.477
C -7.177 -5.701 -3.673
O -8.423 -5.211 -3.144
S -8.250 -4.778 -1.629
O -8.056 -3.365 -1.558
O -9.264 -5.393 -0.861
O -6.845 -5.483 -1.375
H -6.938 -7.346 -2.270
H -5.440 -6.433 -2.572
H -7.379 -6.389 -4.487
H -6.596 -4.854 -4.042
C -11.674 -3.371 -3.131
C -11.366 -1.999 -2.574
O -11.580 -1.124 -3.688
S -12.774 -1.683 -4.602
O -13.983 -1.032 -4.258
O -12.310 -1.728 -5.939
O -12.803 -3.160 -3.986
H -10.847 -3.759 -3.730
H -11.935 -4.089 -2.358
H -10.339 -1.905 -2.230
H -12.052 -1.726 -1.770
C 9.268 1.068 4.872
C 9.265 -0.341 4.312
O 8.767 -0.171 2.969
S 9.269 1.224 2.385
O 10.422 1.027 1.590
O 8.133 1.906 1.858
O 9.698 1.881 3.764
H 8.268 1.388 5.171
H 9.958 1.198 5.699
H 8.611 -1.015 4.855
H 10.269 -0.763 4.261
C 7.678 -0.956 -2.470
C 9.002 -0.590 -1.826
O 9.500 -1.845 -1.346
S 9.065 -3.027 -2.331
O 10.115 -3.318 -3.235
O 8.456 -4.043 -1.553
O 7.937 -2.207 -3.118
H 6.895 -1.105 -1.726
H 7.346 -0.229 -3.205
H 8.899 0.097 -0.990
H 9.708 -0.181 -2.551
*
```

E_tot	-5397.58690	a.u.
orbital gap	6.1	eV
E_HOMO	-13.50	eV
molar mass	937.0	g mol⁻¹
max |F|	0.0365	hartree/bohr

Löwdin population analysis, charges in e, atoms 1 to 5:
1. C 0.00
2. C -0.30
3. C -0.09
4. O 0.01
5. C -0.57